[1]
A cluster of 2 separate species, BrH2OP in total in a non-equilibrium geometry. Source: OMol25; level of theory: the ωB97M-V functional and the def2-TZVPD basis.

Each line ends with the Löwdin charge.
Atoms and positions in Å:
Br1 2.89943 0.10670 -0.18100  -0.322
P1 -0.21042 -0.78835 0.03519  0.813
O1 -0.87597 0.67680 0.22115  -0.444
H1 -1.00314 -0.86529 -1.22694  -0.070
H2 -0.80991 0.87015 1.15161  0.023

## Properties
Gap between HOMO and LUMO (alpha / beta) = 7.53 / 6.36 eV
Relative energy (zero: lowest compared OMol25 entry of this formula, charge and spin) = 206.4 kJ/mol
Molecular weight = 128.9 g/mol
Total charge = 0


[2]
A structure of composition C55H42IrNP3Si in a non-equilibrium geometry. Source: OMol25; level of theory: the ωB97M-V functional and the def2-TZVPD basis.

Each line ends with the Löwdin charge.
Atoms and positions in Å:
Ir1 -0.66333 0.25001 0.15564  0.614
P1 0.58871 2.17727 0.62741  0.955
P2 -2.13690 1.22718 -1.38864  0.949
P3 -1.20954 -1.98944 -0.40320  0.980
Si1 0.62592 0.03905 -1.74282  0.554
N1 1.17382 -1.75618 1.77870  0.149
C1 -3.63448 -3.41240 -4.02045  -0.051
C2 -0.06888 4.94018 0.59848  -0.065
C3 -4.10263 0.28024 0.32194  -0.129
C4 3.32875 1.68390 4.28622  -0.054
C5 1.78265 2.40805 -0.72355  -0.356
C6 -1.48552 -3.05883 -2.99903  -0.080
C7 -2.18684 -4.36718 0.64029  -0.076
C8 -2.13422 -2.50824 2.17678  -0.104
C9 1.84262 1.45210 -1.74695  -0.276
C10 2.79580 1.60479 -2.75624  -0.077
C11 -1.54142 3.42558 1.75344  -0.136
C12 2.70943 3.44806 -0.68202  -0.068
C13 -1.94113 5.78792 1.85384  -0.055
C14 -2.69622 -5.17686 1.64151  -0.047
C15 2.19058 2.46745 4.39231  -0.054
C16 -3.84801 0.95818 -0.86821  -0.358
C17 -2.32952 0.00330 -5.31721  -0.038
C18 -1.07601 3.44631 -2.68186  -0.077
C19 -6.46488 0.51410 -0.02357  -0.046
C20 3.64723 3.58382 -1.69296  -0.035
C21 3.68414 2.66913 -2.73787  -0.042
C22 -2.91425 3.91657 -1.19726  -0.092
C23 -0.49985 0.05157 -3.22252  -0.309
C24 0.56254 -2.49824 -0.62394  -0.305
C25 -2.10976 -2.53685 -1.87162  -0.360
C26 2.56528 -3.60374 0.30264  -0.013
C27 -4.92226 1.43402 -1.62333  -0.088
C28 -1.88850 5.69521 -2.44966  -0.056
C29 1.35873 2.64384 3.29410  -0.063
C30 -2.93113 -4.65184 2.90708  -0.044
C31 -1.81426 0.48211 -3.02125  -0.365
C32 2.81807 1.24734 1.98051  -0.112
C33 3.32185 -2.97690 -0.63826  -0.014
C34 2.75019 -1.93514 -1.40952  -0.006
C35 -2.03876 2.99938 -1.77635  -0.336
C36 -2.25148 -3.49477 -4.07158  -0.055
C37 -2.84236 5.25721 -1.54168  -0.062
C38 -2.29951 4.49343 2.20584  -0.062
C39 1.66768 2.03119 2.08257  -0.350
C40 -6.22242 1.20390 -1.20578  -0.044
C41 3.64425 1.07722 3.07684  -0.058
C42 -0.99796 4.79112 -3.00991  -0.054
C43 -2.73096 0.44777 -4.06650  -0.044
C44 -1.01546 -0.39166 -5.53609  -0.049
C45 -0.83670 6.00728 1.04286  -0.056
C46 0.53054 -0.85545 1.40956  -0.302
C47 -0.10798 -0.37884 -4.48983  -0.078
C48 -1.89290 -3.02720 0.90730  -0.368
C49 -0.40991 3.64377 0.96529  -0.376
C50 -4.26094 -2.89465 -2.89345  -0.048
C51 1.17963 -3.27327 0.42187  -0.078
C52 -2.65606 -3.31867 3.17345  -0.050
C53 -3.50328 -2.46123 -1.81953  -0.086
C54 -5.40487 0.06084 0.74717  -0.059
C55 1.38404 -1.66676 -1.40190  -0.246
H1 2.84888 0.89066 -3.57173  0.108
H2 -3.28005 -0.08562 0.92897  0.060
H3 -1.82227 2.41427 2.03770  0.098
H4 -4.22702 -3.76151 -4.85571  0.117
H5 0.78186 5.12933 -0.04124  0.100
H6 3.97685 1.55266 5.14222  0.115
H7 -0.56753 7.01501 0.75521  0.120
H8 -7.04928 1.57391 -1.79697  0.119
H9 -0.39836 2.74813 -3.15786  0.100
H10 0.90608 -0.72387 -4.66395  0.112
H11 -7.48206 0.34146 0.30180  0.118
H12 4.37212 -3.21108 -0.74713  0.127
H13 -3.75668 0.75493 -3.91895  0.101
H14 -3.33483 -5.28438 3.68625  0.119
H15 2.99542 -4.31449 0.99421  0.133
H16 -3.53693 5.96015 -1.10115  0.119
H17 -5.58941 -0.46241 1.67621  0.116
H18 -0.40664 -3.13441 -3.04824  0.106
H19 -1.84192 6.74105 -2.72359  0.117
H20 -4.00031 -2.08010 -0.93568  0.101
H21 -4.74727 2.01437 -2.52001  0.110
H22 -3.66157 3.58842 -0.48708  0.110
H23 -0.70776 -0.72552 -6.51830  0.119
H24 4.41618 2.77773 -3.52704  0.119
H25 -2.91967 -6.21440 1.43355  0.118
H26 0.48420 3.27323 3.38721  0.101
H27 3.41638 -1.29995 -1.98324  0.117
H28 4.35850 4.39825 -1.66026  0.121
H29 -2.84316 -2.91139 4.15783  0.117
H30 2.72140 4.13839 0.15242  0.117
H31 0.55028 -3.93125 1.00724  0.125
H32 4.53925 0.47589 2.98866  0.113
H33 -3.04550 -0.03056 -6.12774  0.120
H34 -3.16504 4.31724 2.83093  0.116
H35 -2.52662 6.62596 2.20809  0.117
H36 3.07827 0.77736 1.03825  0.105
H37 -2.02958 -4.77322 -0.35214  0.118
H38 -5.34046 -2.84055 -2.84628  0.117
H39 1.94989 2.95221 5.32877  0.115
H40 -0.25569 5.12722 -3.72185  0.115
H41 -1.76376 -3.90821 -4.94445  0.118
H42 -1.90606 -1.47224 2.39984  0.083

## Properties
Gap between HOMO and LUMO (alpha / beta) = 7.48 / 5.39 eV
Relative energy (zero: lowest compared OMol25 entry of this formula, charge and spin) = 0.0 kJ/mol
<S²> = 0.7760
Molecular weight = 1030.2 g/mol
2S+1 = 2
Total charge = +2


[3]
A structure of composition C40H52FInN5O3P2SSi. Source: OMol25; level of theory: the ωB97M-V functional and the def2-TZVPD basis.

Each line ends with the Löwdin charge.
Atoms and positions in Å:
In1 -0.87135 0.18607 0.32608  0.518
S1 -2.72947 1.06719 -1.02192  0.687
P1 -1.54894 -3.24863 -0.50225  0.529
P2 0.32320 2.61298 -0.03410  1.070
Si1 -1.24630 0.69528 3.55290  0.362
F1 1.50810 -0.90608 0.34802  -0.020
O1 -9.32932 0.54038 0.74185  0.130
O2 -0.88630 -1.92083 -0.21831  -0.338
O3 -8.64666 -1.54310 0.95021  0.126
N1 -1.97388 -3.95527 0.90661  -0.283
N2 0.35567 0.28788 -1.80954  0.044
N3 -0.20667 0.03241 2.30559  -0.141
N4 -2.85398 -3.10891 -1.48264  -0.293
N5 -0.46104 -4.21172 -1.25638  -0.288
C1 -2.88925 0.99095 2.74553  -0.171
C2 -0.31928 4.18418 0.59597  -0.367
C3 3.74375 2.37748 2.14562  -0.063
C4 0.82974 -4.42706 -0.59225  -0.073
C5 0.52297 5.22984 0.97109  -0.075
C6 -6.99269 0.01118 0.26610  -0.132
C7 3.31464 -1.14001 1.82355  -0.016
C8 3.07984 2.45547 -0.55604  -0.077
C9 0.10811 3.92467 -2.53180  -0.050
C10 0.20595 1.52056 -2.54532  -0.340
C11 -8.37483 -0.40957 0.67664  -0.478
C12 -2.41392 -3.18203 2.06716  -0.071
C13 -0.09186 3.92452 -3.90283  -0.059
C14 -2.23788 5.54516 1.12199  -0.062
C15 -0.01880 6.42874 1.41777  -0.062
C16 -1.43137 -0.51703 4.96401  -0.160
C17 -5.97567 -0.90983 0.47024  -0.004
C18 -0.81853 -5.22939 -2.23766  -0.089
C19 1.70197 -0.20699 3.86957  -0.046
C20 -0.00994 1.51778 -3.91479  -0.020
C21 2.00315 -0.79698 1.62477  -0.227
C22 2.08017 2.55624 0.40728  -0.356
C23 0.25216 2.72336 -1.83912  -0.328
C24 -1.39626 6.58716 1.49092  -0.065
C25 -4.35036 0.60888 -0.47116  -0.624
C26 2.41849 2.50420 1.76410  -0.094
C27 -4.67466 -0.62141 0.10098  -0.114
C28 -5.37322 1.53234 -0.68378  -0.101
C29 -2.69563 -2.45601 -2.78923  -0.078
C30 4.73965 2.28206 1.17829  -0.065
C31 3.84488 -1.02298 3.10016  -0.090
C32 -1.70422 4.34325 0.67913  -0.097
C33 -6.67947 1.23113 -0.32102  -0.016
C34 1.12228 -0.31160 2.58937  -0.301
C35 -0.62659 2.34907 4.13416  -0.155
C36 -4.01681 -3.99308 -1.39859  -0.076
C37 -2.18486 -5.39729 1.01381  -0.083
C38 -0.16229 2.71853 -4.58981  -0.055
C39 4.40884 2.31714 -0.16790  -0.065
C40 3.02336 -0.55606 4.11666  -0.080
H1 -1.80914 -1.82571 -2.79742  0.063
H2 -0.05774 0.57613 -4.45056  0.119
H3 -3.62518 1.28914 3.49887  0.060
H4 2.82913 2.50849 -1.61036  0.107
H5 -0.75554 -6.23445 -1.80785  0.086
H6 3.41122 -0.45861 5.12391  0.111
H7 -3.27605 0.09089 2.26838  0.011
H8 -5.14117 2.49048 -1.13629  0.106
H9 -1.56596 -5.81026 1.81116  0.094
H10 -3.55883 -1.81696 -2.98374  0.093
H11 5.18518 2.24808 -0.92094  0.109
H12 0.15195 -0.52500 -2.37866  0.094
H13 0.13026 4.86222 -1.98740  0.114
H14 4.87577 -1.28895 3.29115  0.107
H15 -1.10188 -0.09564 5.91981  0.040
H16 1.09538 0.14849 4.69711  0.085
H17 -2.47902 -0.81904 5.08400  0.037
H18 -2.35954 3.52932 0.38767  0.062
H19 -0.83592 -1.41564 4.77319  0.032
H20 3.90531 -1.49112 0.98578  0.126
H21 0.63842 7.23871 1.70972  0.111
H22 -0.33099 2.71250 -5.65953  0.113
H23 -1.82990 -5.07548 -2.60607  0.058
H24 -4.91558 -3.42499 -1.64122  0.092
H25 5.77586 2.17783 1.47815  0.112
H26 -0.13628 -5.18625 -3.08840  0.093
H27 1.02246 -3.63674 0.13078  0.072
H28 1.59866 5.11157 0.91650  0.109
H29 -8.96766 1.41092 0.54983  0.091
H30 -3.31249 5.66687 1.18390  0.110
H31 -1.30259 2.75882 4.89502  0.048
H32 -3.90369 -1.36374 0.22691  0.071
H33 -3.22823 -5.62548 1.24300  0.088
H34 -2.84548 1.79197 1.99681  0.014
H35 -2.61711 -3.19273 -3.59610  0.087
H36 -0.20379 4.86202 -4.43365  0.113
H37 1.63954 2.56044 2.51953  0.096
H38 -7.44438 1.97063 -0.53571  0.116
H39 -1.96754 -3.60277 2.97047  0.096
H40 -2.07902 -2.15038 1.98947  0.046
H41 -3.50385 -3.20732 2.18121  0.094
H42 1.29896 0.17641 -1.44704  0.088
H43 -1.81475 7.52492 1.83697  0.111
H44 0.37485 2.30248 4.57453  0.031
H45 0.84996 -5.39076 -0.07529  0.090
H46 -3.94906 -4.83278 -2.09822  0.086
H47 1.63229 -4.41779 -1.33062  0.091
H48 -1.92575 -5.90030 0.08424  0.070
H49 -4.13252 -4.38500 -0.39045  0.070
H50 -0.60034 3.05936 3.29804  0.021
H51 -6.23264 -1.86185 0.91989  0.124
H52 4.00014 2.33669 3.19753  0.114

## Properties
Gap between HOMO and LUMO = 8.12 eV
Molecular weight = 906.8 g/mol
Total charge = +1


[4]
The ion C12H21BrNO4 with charge -1 in a non-equilibrium geometry. Source: OMol25; level of theory: the ωB97M-V functional and the def2-TZVPD basis.

Each line ends with the Löwdin charge.
Atoms and positions in Å:
Br1 1.19215 -3.08969 -2.29706  0.724
O1 3.32931 -0.93470 1.65463  0.126
O2 0.30147 0.12246 1.68342  -0.028
O3 2.28668 -1.77715 -0.20115  -0.122
O4 -0.30124 -1.93523 1.35385  -0.050
N1 2.48201 -3.07335 1.80705  0.113
C1 -1.17371 -1.59990 -1.48647  -0.265
C2 -1.59032 -3.08811 -1.16715  -0.195
C3 -0.43639 1.95122 -0.67300  -0.221
C4 -2.60051 1.94196 1.44393  -0.128
C5 1.81929 0.56939 -0.57592  -0.113
C6 2.73033 -1.80669 1.09667  -0.546
C7 0.94246 1.62672 -1.33643  -0.193
C8 -0.33142 2.93709 0.53316  -0.219
C9 -1.66936 3.19130 1.30421  -0.254
C10 0.37229 -1.35941 -1.68012  -0.487
C11 1.14351 -0.84869 -0.39275  -0.316
C12 0.31663 -0.89174 0.95302  -0.644
H1 2.22053 0.98085 0.37058  0.111
H2 -0.93484 -3.57113 -0.41422  0.051
H3 2.71380 0.37393 -1.23113  0.127
H4 0.00883 3.92110 0.10257  0.103
H5 2.14147 -2.77511 2.72231  0.085
H6 -2.62121 -3.07404 -0.72055  0.073
H7 -0.97500 1.01276 -0.43269  0.067
H8 -2.25992 4.04919 0.90163  0.092
H9 -3.59422 2.20652 1.88279  0.062
H10 -1.63396 -3.72746 -2.07637  0.040
H11 -2.82895 1.51040 0.43217  0.061
H12 -1.66886 -0.91273 -0.76948  0.095
H13 1.53018 2.58861 -1.32335  0.108
H14 -1.38132 3.48870 2.34969  0.100
H15 3.42246 -3.45823 1.94573  0.075
H16 -2.10418 1.10858 2.00354  0.077
H17 0.49051 -0.69599 -2.56767  0.075
H18 0.50698 2.58672 1.18064  0.103
H19 0.85456 1.37307 -2.42538  0.096
H20 -1.05569 2.46704 -1.46325  0.115
H21 -1.64437 -1.38828 -2.48746  0.103

## Properties
Gap between HOMO and LUMO = 7.55 eV
Relative energy (zero: lowest compared OMol25 entry of this formula, charge and spin) = 139.8 kJ/mol
Molecular weight = 323.2 g/mol
SMILES string = CCCCCC[C@@](OC(N)=O)(C(=O)[O-])[C@@H](Br)CC
Total charge = -1


[5]
A structure of composition C23H31N5O4ReS4 in a non-equilibrium geometry. Source: OMol25; level of theory: the ωB97M-V functional and the def2-TZVPD basis.

Each line ends with the Löwdin charge.
Atoms and positions in Å:
Re1 0.04975 0.73133 1.12315  1.455
S1 0.94932 2.45000 -0.45562  1.053
S2 0.59784 -1.28192 -4.16604  1.246
S3 -2.27637 1.58937 -2.10572  1.057
S4 3.24673 -0.60371 1.19353  0.919
O1 -0.17610 1.31678 3.92979  -0.204
O2 0.89071 3.01695 2.84961  0.000
O3 -0.43932 -0.26503 -0.68931  -0.357
O4 1.68383 -0.18649 1.34999  -0.865
N1 -4.20178 1.50192 1.38496  -0.122
N2 -1.83373 1.47565 1.38132  -0.013
N3 -0.65416 -0.95340 2.11028  0.031
N4 -2.35756 -2.48428 2.58022  0.188
N5 -2.99508 -0.52486 1.60689  0.182
C1 1.40573 -3.27761 -2.74196  -0.116
C2 -4.29754 2.94636 1.59168  0.007
C3 0.39316 1.89793 2.73351  -0.568
C4 -1.84664 2.24763 -4.54353  -0.138
C5 -5.41794 0.73557 1.52635  -0.029
C6 0.67874 1.61839 5.10003  -0.041
C7 1.42358 -2.11029 -1.81300  -0.256
C8 3.27966 2.27765 -1.54586  -0.134
C9 2.98148 -1.86917 -1.75763  -0.178
C10 0.15887 0.24076 -1.93355  -0.556
C11 -3.01138 0.85955 1.51304  -0.332
C12 -0.82673 1.05617 -2.81557  -0.501
C13 3.30749 -2.44780 1.55937  -0.374
C14 2.63635 2.99507 -0.63078  -0.264
C15 -2.84161 2.19089 -3.58807  -0.383
C16 3.91010 -2.83612 -1.01893  -0.202
C17 3.53104 -3.38961 0.37454  -0.240
C18 -0.65318 1.60922 -4.08693  -0.134
C19 1.22491 1.20620 -1.63227  -0.476
C20 2.46886 1.26771 -2.11431  -0.122
C21 -1.92223 -1.26792 2.10717  -0.382
C22 0.97586 -3.00849 -3.95453  -0.289
C23 0.77894 -1.00628 -2.49004  -0.296
H1 -3.88487 -0.99140 1.50663  0.131
H2 4.31424 -4.16959 0.54563  0.132
H3 3.21972 -0.89218 -1.34174  0.042
H4 -3.35334 -2.65082 2.71297  0.130
H5 -5.46077 0.28166 2.51733  0.107
H6 -6.33039 1.35948 1.41311  0.121
H7 0.02206 -1.55456 2.58995  0.118
H8 1.74630 -4.31704 -2.45685  0.167
H9 2.89793 0.74530 -2.94786  0.129
H10 2.63720 -3.98905 0.22364  0.095
H11 -1.92767 2.79184 -5.48103  0.119
H12 1.56472 0.91488 5.07561  0.108
H13 -1.96687 2.45003 1.28342  0.065
H14 -5.31414 3.17325 1.71693  0.082
H15 4.83402 -2.24453 -0.89321  0.129
H16 2.39953 -2.62788 2.16726  0.075
H17 -3.61112 3.29070 2.35255  0.106
H18 1.01625 2.65582 5.07049  0.079
H19 -4.00275 3.49704 0.69734  0.102
H20 0.90444 -3.70765 -4.78977  0.102
H21 4.13820 -3.68241 -1.69722  0.124
H22 -3.85696 2.47541 -3.72846  0.069
H23 4.36939 2.33812 -1.83973  0.159
H24 3.09436 3.87164 -0.13691  0.115
H25 -0.06122 1.43209 5.90570  0.099
H26 4.17474 -2.46430 2.24321  0.077
H27 -5.45328 -0.04322 0.76046  0.099
H28 0.29804 1.62895 -4.62157  0.116
H29 3.40345 -1.89126 -2.77841  0.137
H30 -1.66435 -3.18914 2.76503  0.123
H31 1.03154 -2.20929 -0.76629  0.177

## Properties
Gap between HOMO and LUMO (alpha / beta) = 5.62 / 6.03 eV
Relative energy (zero: lowest compared OMol25 entry of this formula, charge and spin) = 160.8 kJ/mol
<S²> = 3.7684
Molecular weight = 756.0 g/mol
2S+1 = 4
Total charge = +2


[6]
A cluster of 4 separate species, C2H12O3S2 in total. Source: OMol25; level of theory: the ωB97M-V functional and the def2-TZVPD basis.

Each line ends with the Löwdin charge.
Atoms and positions in Å:
S1 1.28488 -0.41317 -1.43713  0.245
S2 0.46952 -1.84436 -0.23873  0.289
O1 -2.57508 -0.46329 -2.12226  -0.214
O2 -3.20992 1.33790 0.08286  -0.151
O3 1.92453 1.11146 2.90403  -0.091
C1 0.60091 1.11420 -0.78490  -0.553
C2 1.74666 -2.13996 1.01867  -0.523
H1 0.72697 1.19143 0.29553  -0.004
H2 -2.17198 -1.32404 -2.31055  -0.016
H3 -2.23159 0.20201 -2.74230  -0.036
H4 1.38178 -1.84979 2.00811  0.014
H5 1.98896 -3.19869 1.03725  0.011
H6 -3.20036 0.47126 -0.37196  -0.012
H7 2.61993 -1.52499 0.82536  0.009
H8 -0.44957 1.20500 -1.04045  -0.016
H9 2.09620 0.76940 2.01300  0.006
H10 1.03091 1.46854 2.76808  0.036
H11 -3.19043 1.96775 -0.64484  -0.009
H12 1.15769 1.91933 -1.25977  0.014

## Properties
Gap between HOMO and LUMO (alpha / beta) = 2.45 / 8.91 eV
Relative energy (zero: lowest compared OMol25 entry of this formula, charge and spin) = 73.9 kJ/mol
<S²> = 0.7504
Molecular weight = 148.2 g/mol
2S+1 = 2
Total charge = -1


molecular weight of number 3 (C40H52FInN5O3P2SSi)?
906.8 g/mol


What is the molecular weight in the first record?
128.9 g/mol


Which value of total charge does entry 2 give?
+2